# 1
# C23H26BrF5N2O2SSiW

C23H26BrF5N2O2SSiW as an isolated structure (ωB97M-V/def2-TZVPD, OMol25).

Geometry as XYZ:
```
62
Properties=species:S:1:pos:R:3:mulliken_charge:R:1
W 0.46 0.18 -0.71 1.420
C -0.91 5.81 -1.42 -1.396
C -0.19 4.52 -1.12 0.539
C 1.21 4.46 -1.02 -0.267
C 1.87 3.27 -0.75 -0.836
C 1.06 2.17 -0.57 0.054
Br 2.48 -0.21 -1.98 -0.306
N -0.24 2.23 -0.64 0.259
C -0.90 3.35 -0.94 -0.557
H -0.22 6.64 -1.47 0.377
H -1.66 6.02 -0.65 0.358
H -1.43 5.74 -2.38 0.338
H 1.79 5.36 -1.18 0.419
H 2.95 3.21 -0.71 0.574
H -1.98 3.31 -1.02 0.599
F -4.69 -2.93 -4.47 -0.262
C -3.76 -2.20 -3.88 0.673
C -2.42 -2.48 -4.09 0.232
F -2.06 -3.49 -4.86 -0.275
C -1.46 -1.72 -3.46 0.006
F -0.17 -2.02 -3.65 -0.377
C -1.81 -0.66 -2.63 0.404
O -0.90 0.14 -2.02 -0.518
C -3.16 -0.40 -2.43 0.233
F -3.51 0.58 -1.60 -0.341
C -4.13 -1.16 -3.05 0.099
F -5.41 -0.90 -2.84 -0.268
C 0.11 -4.30 0.44 -0.932
S 0.10 -3.33 -1.04 0.468
C 1.67 -3.80 -1.71 -0.911
O 0.26 -1.90 -0.50 -0.428
H 0.98 -4.04 1.03 0.222
H 0.13 -5.35 0.14 0.482
H -0.82 -4.09 0.97 0.385
H 1.66 -4.88 -1.83 0.534
H 2.46 -3.49 -1.03 0.255
H 1.78 -3.32 -2.68 0.269
C 3.49 1.29 1.66 -0.989
Si 2.50 -0.18 2.16 -0.177
C 2.51 -0.44 3.99 -1.423
C 3.15 -1.74 1.41 -0.568
N 0.83 0.05 1.38 -0.039
C -0.34 0.17 2.01 0.924
C -0.50 0.43 3.42 -0.566
C -1.76 0.55 3.96 -0.825
C -2.90 0.45 3.15 -0.563
C -2.78 0.22 1.77 -0.791
C -1.54 0.08 1.23 0.075
H 4.35 1.38 2.34 0.506
H 2.92 2.22 1.73 0.381
H 3.88 1.18 0.65 0.284
H 3.52 -0.78 4.21 0.434
H 1.82 -1.23 4.31 0.449
H 2.33 0.45 4.58 0.410
H 4.22 -1.80 1.65 0.513
H 3.06 -1.76 0.32 -0.050
H 2.67 -2.61 1.84 0.223
H 0.36 0.56 4.04 0.410
H -1.86 0.74 5.02 0.466
H -3.88 0.54 3.59 0.458
H -3.66 0.14 1.15 0.569
H -1.50 -0.21 0.18 0.360
```

Results
- Max |F|: 0.0169 Eh/bohr
- Expectation value of S²: 2.046
- Energy above the lowest of the compared OMol25 structures with the same formula, charge and spin: 7.1 kcal/mol
- LUMO (spin up / spin down): -7.30 / -8.57 eV
- Charge: +2
- HOMO (spin up / spin down): -14.01 / -14.50 eV
- Spin multiplicity: 3

# 2
# C4H9N2S

An isolated ion of composition C4H9N2S and charge +1 (ωB97M-V/def2-TZVPD, OMol25).

Geometry as XYZ:
```
16
Properties=species:S:1:pos:R:3:mulliken_charge:R:1
C 0.90 1.03 -0.53 0.056
C 1.18 0.11 0.55 -0.603
C 0.34 -1.16 0.48 -0.673
C -1.13 -1.03 0.39 -0.488
N -1.58 -0.41 -0.79 -0.152
N 1.66 1.94 -1.03 -0.283
S -2.96 0.18 -1.11 0.091
H 2.16 -0.16 0.60 0.452
H 0.87 0.53 1.51 0.317
H 0.72 -1.70 -0.34 0.337
H 0.66 -1.72 1.37 0.342
H -1.61 -2.04 0.19 0.340
H -1.65 -0.65 1.28 0.507
H 2.72 2.17 -0.78 0.301
H 1.30 2.56 -1.77 0.290
H -3.57 0.34 -0.02 0.165
```

Results
- Max |F|: 0.0688 Eh/bohr
- Energy above the lowest of the compared OMol25 structures with the same formula, charge and spin: 128.7 kcal/mol
- LUMO (spin up / spin down): -4.86 / -6.24 eV
- Charge: +1
- HOMO (spin up / spin down): -13.66 / -11.67 eV
- Spin multiplicity: 1

# 3
# C5H7FO3

One molecule with the formula C5H7FO3 (ωB97M-V/def2-TZVPD, OMol25).

Geometry as XYZ:
```
16
Properties=species:S:1:pos:R:3:mulliken_charge:R:1
C 0.08 0.70 -0.22 0.544
C 1.16 1.03 -0.88 -0.570
C -0.20 -0.75 -0.07 -0.314
C 1.65 -1.48 -1.22 0.173
C -0.95 1.58 0.43 -0.662
O 0.48 -1.77 -0.77 -0.296
O 2.09 -2.06 -2.39 -0.453
O -1.15 1.26 1.83 -0.527
F 1.42 2.40 -1.03 -0.242
H -0.18 -0.99 1.12 0.216
H -1.32 -0.96 -0.22 0.248
H 2.44 -1.06 -0.74 0.561
H -1.86 1.49 -0.11 0.329
H -0.50 2.57 0.34 0.304
H 1.47 -2.64 -2.89 0.361
H -0.30 0.96 2.18 0.327
```

Results
- Max |F|: 0.1168 Eh/bohr
- Energy above the lowest of the compared OMol25 structures with the same formula, charge and spin: 100.0 kcal/mol
- LUMO (spin up / spin down): -0.21 / -0.21 eV
- HOMO (spin up / spin down): -8.05 / -8.06 eV
- Spin multiplicity: 1